17
Properties=species:S:1:pos:R:3:nbo_charge:R:1 method="wB97M-V/def2-TZVPD" largest_force_ev_per_a=3.89 homo_energy_ha=-0.316 de_lowest_ev=3.137 lumo_energy_ev=0.73 smiles="C=C/C(O)=C/C.O" spin_multiplicity=1 gap_ev=9.33
O 0.4312 1.3489 2.6501 -0.937
O -0.5103 1.2896 -0.0788 -0.706
C 2.2329 0.2135 -1.1243 -0.651
C -1.4860 -2.1290 -0.2640 -0.355
C 0.7969 -0.3940 -0.9688 -0.250
C -1.5784 -0.8407 -0.4111 -0.232
C -0.3648 -0.0026 -0.5135 0.240
H -2.3793 -2.7099 -0.0529 0.208
H 2.3820 0.8993 -2.0306 0.223
H 0.6714 -1.4627 -1.1816 0.189
H -1.4937 1.5210 0.0613 0.485
H 2.9830 -0.6268 -1.2383 0.230
H -2.4465 -0.1397 -0.3594 0.196
H 2.2914 0.9478 -0.3648 0.224
H 0.4251 1.1880 1.6944 0.478
H -0.5296 -2.6285 -0.2950 0.204
H 1.1251 0.8206 2.8866 0.453

=====

14
Properties=species:S:1:pos:R:3:nbo_charge:R:1 method="wB97M-V/def2-TZVPD" largest_force_ev_per_a=4.56 homo_energy_ha=-0.329 de_lowest_ev=2.532 lumo_energy_ev=-0.47 smiles="O[C@@H]1C(=S)S[C@@H]1CS" spin_multiplicity=1 gap_ev=8.48
S -2.7091 -0.6013 -0.6048 0.024
S -0.1907 -1.8794 0.5177 0.243
S 2.7700 -1.0287 -0.7460 0.079
O 1.0949 1.6319 -0.0338 -0.728
C 1.3761 -0.9332 -0.0057 -0.264
C 0.9145 0.3252 0.6386 -0.012
C -0.5450 -0.1051 0.8209 -0.317
C -1.3409 0.3585 -0.3164 -0.624
H 2.0295 1.6234 -0.4925 0.495
H -2.0999 -1.3187 -1.7678 0.159
H -0.6121 0.2390 -1.1925 0.249
H -1.4722 1.4843 -0.1468 0.256
H -0.8911 -0.0075 1.7413 0.215
H 1.6759 0.2118 1.5878 0.225

=====

5
Properties=species:S:1:pos:R:3:lowdin_spin:R:1 method="wB97M-V/def2-TZVPD" largest_force_ev_per_a=1.45 homo_energy_ha="-0.363 / -0.389" de_lowest_ev=0.248 lumo_energy_ev="-0.77 / -1.55" spin_multiplicity=3 s_squared=2.01 gap_ev="9.12 / 9.04"
Cl -0.9819 1.0979 -0.2446 0.006
S 2.8412 0.4425 0.3677 1.229
P -1.0881 -0.8818 0.2661 -0.001
O -2.3426 -1.4851 -0.1065 0.000
O 1.5715 0.8264 -0.2827 0.766

=====

164
Properties=species:S:1:pos:R:3:mulliken_charge:R:1 method="wB97M-V/def2-TZVPD" largest_force_ev_per_a=5.29 homo_energy_ha=-0.320 lumo_energy_ev=0.14 spin_multiplicity=1 gap_ev=8.84
Cl 0.9443 -1.1750 -6.9589 -0.095
Cl 5.3728 -0.1992 0.3023 -0.111
Cl 9.4661 -0.0607 -0.9862 -0.185
Cl -3.5925 -2.3028 -6.4372 -0.090
Cl 8.3023 0.1572 1.6809 -0.119
Cl 11.9345 4.0616 7.2448 -0.176
Cl -2.8018 -5.4324 3.5457 -0.164
Cl 11.9460 0.4434 3.5313 -0.152
Cl 0.1315 7.6880 3.7367 -0.138
Cl 9.7551 0.1361 8.0796 -0.103
Cl 7.2491 1.2719 7.1085 -0.133
Cl 10.6225 -3.2915 8.6231 -0.158
Cl 1.5485 -0.0814 -9.5941 -0.168
Cl 11.3375 -2.4102 3.4944 -0.171
Cl -4.9133 4.4492 0.4565 -0.030
Cl 0.8148 6.1643 6.1299 -0.080
Cl 2.0471 5.3555 1.9198 -0.177
Cl -1.3766 -6.6643 -5.3862 -0.125
Cl -6.6693 3.7777 -3.6066 0.021
Cl -2.2854 -3.2398 -8.8707 -0.202
Cl -5.5785 3.3185 -6.9085 -0.196
Cl 3.3511 3.9861 6.0310 -0.170
Cl 12.7417 -2.9929 6.6349 -0.124
Cl 1.5847 2.7806 3.2175 -0.062
Cl -3.0369 2.1941 -6.0177 -0.178
Cl -8.2202 5.4740 -1.8063 -0.138
Cl 4.5928 0.9351 -2.2759 -0.138
Cl 0.2027 -8.8933 -4.3615 -0.176
Cl -3.2131 -7.3336 -7.8158 -0.087
Cl 15.2373 -2.0879 4.5999 -0.124
Cl 14.0858 2.1309 6.8470 -0.143
Cl -5.7886 -5.9800 -8.0044 -0.179
Cl 15.8568 0.7685 4.6147 -0.120
Cl 3.9212 6.8489 6.1329 -0.128
Cl -4.4593 7.0143 -0.8549 -0.155
Cl -3.7218 -4.2329 1.0504 -0.092
O -3.9671 1.6186 -2.6384 -0.108
O -5.8702 0.6412 -3.5843 -0.783
O 0.8629 -1.7595 3.7722 -0.601
O 1.5915 -4.5016 -1.4027 -0.504
O -9.2404 2.7601 0.7584 -0.597
O -0.5157 -4.7306 -2.4537 -0.295
O 1.7090 -1.3923 1.5866 -0.295
N -6.1136 -1.0661 -1.2597 -0.515
N -9.7299 1.2898 -1.1199 -0.233
C -5.0988 6.2037 0.5787 -0.428
C 4.6089 5.2280 5.9636 -0.283
C 5.8020 -0.0140 -1.4047 -0.325
C 11.0824 -3.5275 6.9328 -0.142
C -3.0754 -1.8601 -1.6555 -0.287
C -4.7312 1.8541 -6.3927 0.457
C -3.0783 -0.9134 -0.3570 0.483
C -5.4854 0.2781 -1.0722 1.698
C 1.1669 1.4456 -1.0795 -0.584
C -8.0994 4.8029 -3.4384 -0.453
C -10.6635 0.0340 1.0857 -0.182
C 12.6175 -1.1898 3.4316 0.253
C 1.7339 0.0552 -0.5013 0.848
C -11.8882 -0.1216 -1.2552 -0.310
C -11.7721 -0.8895 1.7158 -0.565
C 0.8944 -0.4765 0.7710 0.322
C -8.8845 2.1174 -0.2594 0.126
C -10.6983 0.4518 -0.3954 0.309
C 0.0454 1.2134 -2.2340 0.197
C 3.5766 0.4790 3.0615 -0.258
C -3.1513 -3.7148 -7.4035 0.764
C 8.0721 -0.1952 7.6519 -0.318
C 16.5181 -0.8683 4.5334 -0.322
C -0.8019 -7.5018 -3.9383 -0.017
C 2.2083 0.3268 3.4370 -0.173
C 1.3843 4.5363 3.3384 0.177
C -7.3323 2.2573 -0.7278 0.660
C -2.4494 -5.1809 1.8329 -0.190
C -3.4882 1.6885 -1.2481 1.557
C -1.0662 2.3766 -2.2385 -0.585
C 1.0663 -1.5209 -8.6883 0.062
C 12.3372 2.3861 6.8488 0.353
C 0.7802 -4.1136 -2.2779 0.203
C 1.5096 -1.0534 2.9679 0.527
C -0.1609 7.4822 5.4700 -0.355
C -12.9396 -1.4270 0.8449 -0.395
C -1.6303 -2.4477 -2.0541 0.406
C -4.5928 -6.9646 -8.8573 -0.311
C 9.3044 -0.8201 0.6031 0.044
C -4.0061 0.3911 -0.4663 -0.871
C -5.1793 0.8408 -2.5422 -0.850
C -1.5138 -4.0243 -1.6606 -0.308
C -2.0317 2.2863 -0.9516 -0.269
C -6.5092 1.0365 -0.0871 -0.639
C -12.9871 -1.0350 -0.6669 -0.415
H 0.4748 0.4042 1.3655 0.326
H -3.3331 -1.4983 0.6077 0.591
H 5.1206 5.1602 5.0046 0.260
H -0.4444 0.1906 -2.0663 -0.356
H -1.2143 7.2551 5.6275 0.314
H -3.9953 0.7690 0.6293 0.580
H 0.0961 -1.8596 -9.0514 -0.070
H -9.1096 0.6586 -1.6561 0.367
H 4.1967 1.2468 3.6421 0.252
H -4.7757 1.1168 -7.1932 0.326
H 11.0053 -4.5864 6.6906 0.354
H 1.5824 1.1195 4.0009 0.462
H -1.5449 1.6780 -0.1165 0.110
H 17.1929 -1.0186 5.3747 0.286
H -2.3770 -6.1497 1.3406 0.321
H -11.9537 0.1298 -2.3779 0.276
H 13.3009 -1.3443 4.2719 -0.294
H -2.5074 -4.5789 -1.8130 0.448
H -1.6613 -7.8469 -3.3655 0.269
H 1.6977 -0.7832 -1.2901 0.275
H 0.0188 -1.1078 0.3722 -0.541
H -6.9503 3.2262 -0.2475 -0.404
H -1.6077 2.3679 -3.2415 0.010
H -9.8215 0.4233 1.7596 0.279
H 8.8429 -1.7992 0.4821 0.280
H 1.8101 -2.3014 -8.8418 0.283
H 1.0091 -3.2400 -2.9798 0.378
H 2.0582 1.9565 -1.6099 0.088
H -1.2278 -4.1554 -0.5476 -0.104
H 5.3176 5.0580 6.7727 0.334
H -1.5035 -4.6483 1.7407 0.151
H -0.2137 -6.8091 -3.3391 -0.002
H 0.3231 4.7687 3.4160 0.259
H -7.2847 0.2509 0.2564 0.391
H -6.1572 6.4410 0.6772 0.270
H -5.2181 1.4611 -5.5010 -0.360
H -8.9880 4.2067 -3.6418 0.298
H 0.0979 8.4066 5.9842 0.305
H 10.2938 -0.9306 1.0443 -0.043
H 10.4070 -2.9539 6.2994 0.066
H 0.8295 2.1743 -0.2643 0.292
H -1.9988 -0.5291 -0.1868 -1.248
H -4.5580 6.5562 1.4557 0.353
H -7.3610 2.2904 -1.8676 -0.152
H 6.7635 0.4922 -1.4731 0.198
H 7.5556 -0.5872 8.5267 0.327
H -6.0354 1.4245 0.8929 0.175
H -11.7601 -1.1682 2.8182 0.298
H -0.4949 3.3787 -2.1424 0.390
H -1.5695 -2.3999 -3.2088 0.330
H -4.2412 -6.4170 -9.7308 0.280
H -5.0601 -7.8971 -9.1701 0.322
H -3.5947 -1.3814 -2.5674 -0.053
H 11.9447 2.1522 5.8605 0.003
H -7.0474 -0.8612 -1.6694 0.286
H 4.0655 -0.1861 2.2530 -0.039
H 0.5630 1.2227 -3.2579 0.451
H -4.1829 2.5122 -0.8277 -1.339
H -8.0332 5.6218 -4.1531 0.358
H -4.0578 -4.2489 -7.6854 -0.280
H 11.8857 1.7300 7.5893 -0.058
H -2.1844 3.3707 -0.5898 0.423
H -0.7574 -1.9105 -1.5459 -0.597
H -3.7338 -2.7750 -1.3931 0.394
H 2.8312 0.1360 -0.1777 -0.792
H -13.7368 -2.1028 1.2970 0.313
H -6.2286 -1.5496 -0.3585 0.378
H 17.0636 -0.9821 3.5978 0.322
H -13.8041 -1.3984 -1.3681 0.307
H -2.5102 -4.3640 -6.8089 -0.173
H 1.9035 4.8887 4.2244 -0.376
H 13.1585 -1.2936 2.4919 0.351
H 8.0494 -0.9310 6.8494 0.249
H 5.8713 -1.0009 -1.8602 0.358

=====

24
Properties=species:S:1:pos:R:3:nbo_charge:R:1 method="wB97M-V/def2-TZVPD" largest_force_ev_per_a=2.29 homo_energy_ha=-0.441 de_lowest_ev=0.631 lumo_energy_ev=-3.05 charge=+1 spin_multiplicity=1 gap_ev=8.95
S 1.5952 -1.3299 -0.7487 0.167
O -2.1920 2.5481 1.1777 -0.973
O -3.4330 0.1948 -1.4870 -0.968
N -1.1044 -0.0883 1.2860 -0.706
C 1.3284 0.4385 1.3902 -0.473
C 2.0041 -1.0081 -2.4681 -0.758
C 1.5892 0.3779 -0.0948 -0.529
C 0.2536 -0.4501 1.9317 -0.210
H 1.2327 -1.2731 -3.1920 0.234
H 2.9194 -1.5384 -2.7178 0.242
H -1.2075 -0.5690 0.3787 0.450
H -3.0382 2.9714 0.9643 0.509
H -1.8590 -0.3430 1.9288 0.442
H 2.5504 0.8422 -0.3142 0.243
H -3.1745 0.1207 -2.4154 0.486
H -4.1753 -0.4344 -1.3402 0.484
H 0.1654 -0.3047 3.0029 0.232
H 0.8423 0.9921 -0.6136 0.203
H 2.2579 0.1979 1.9446 0.257
H 2.1733 0.0463 -2.7011 0.235
H -2.0032 2.7181 2.1003 0.481
H -1.1416 0.8935 0.9642 0.471
H 0.3080 -1.4986 1.6501 0.237
H 1.3401 1.4746 1.7250 0.245